1.
Formula: C52H42CdCl2N5O3SSi
Source: the OMol25 dataset
Level of theory: ωB97M-V/def2-TZVPD

Summary:
E_HOMO: -4.96 eV
M: 1028.41 g mol⁻¹
energy above the lowest of the compared OMol25 structures with the same formula, charge and spin: 83.7 kJ/mol
LUMO: 0.068 Ha
gap between HOMO and LUMO: 6.8 eV
net charge: -1
electronic energy: -116523.7393 eV

Atoms and positions in Å:
Cd 0.154 -0.123 0.164
N 9.172 -5.017 2.910
C 8.188 -4.503 2.607
C 6.959 -3.860 2.231
C 5.784 -4.151 2.922
C 4.604 -3.527 2.559
C 4.578 -2.616 1.508
C 5.754 -2.336 0.818
C 6.942 -2.949 1.176
C 3.302 -1.943 1.115
C 2.734 -2.382 -0.066
C 3.251 -3.415 -0.924
C 2.399 -3.501 -1.987
C 1.383 -2.522 -1.753
N 1.572 -1.868 -0.630
C 2.864 -0.938 2.002
C 3.596 -0.475 3.131
C 2.876 0.573 3.669
C 1.734 0.716 2.853
N 1.716 -0.177 1.868
H 5.804 -4.863 3.736
H 3.686 -3.744 3.090
H 5.724 -1.632 -0.004
H 7.857 -2.729 0.643
H 4.137 -4.004 -0.745
H 2.462 -4.163 -2.837
H 0.536 -2.305 -2.390
H 4.541 -0.859 3.481
H 3.131 1.169 4.532
H 0.913 1.411 2.956
Cl 3.969 2.809 -5.936
C 3.290 2.341 -4.395
C 4.151 1.944 -3.361
C 3.631 1.574 -2.154
Cl 4.698 1.108 -0.866
C 2.216 1.555 -1.866
O 1.807 1.187 -0.734
C 1.387 2.005 -2.948
C -0.057 2.134 -2.842
O -0.773 1.962 -1.875
C 1.941 2.369 -4.187
H 5.221 1.930 -3.519
H -0.525 2.452 -3.801
H 1.276 2.685 -4.984
C -3.822 7.379 -1.510
C -2.795 6.399 -1.010
C -1.587 6.222 -1.673
C -0.653 5.300 -1.218
C -0.927 4.557 -0.085
C -2.131 4.706 0.586
C -3.052 5.629 0.125
S 0.294 3.382 0.496
C 0.962 4.450 1.786
O -0.446 2.318 1.246
H -3.460 7.917 -2.385
H -4.072 8.112 -0.741
H -4.745 6.866 -1.787
H -1.379 6.800 -2.567
H 0.277 5.143 -1.755
H -2.335 4.081 1.449
H -3.997 5.749 0.644
H 0.165 4.717 2.479
H 1.398 5.338 1.329
H 1.735 3.869 2.291
C -1.661 -2.862 -4.884
C -1.853 -3.733 -3.821
C -2.026 -3.236 -2.533
C -2.004 -1.865 -2.273
C -1.830 -1.006 -3.364
C -1.659 -1.491 -4.652
Si -2.078 -1.111 -0.526
C -2.485 -2.586 0.601
C -1.446 -3.469 0.923
C -1.646 -4.547 1.772
C -2.898 -4.766 2.335
C -3.940 -3.903 2.034
C -3.733 -2.829 1.175
C -3.603 0.002 -0.546
C -4.784 -0.388 -1.184
C -5.916 0.416 -1.161
C -5.883 1.635 -0.497
C -4.716 2.046 0.133
C -3.586 1.237 0.105
H -1.516 -3.247 -5.886
H -1.862 -4.803 -3.991
H -2.164 -3.933 -1.713
H -1.820 0.066 -3.193
H -1.514 -0.802 -5.476
H -0.455 -3.298 0.509
H -0.822 -5.213 2.003
H -3.056 -5.599 3.010
H -4.919 -4.060 2.474
H -4.560 -2.161 0.957
H -4.815 -1.335 -1.715
H -6.822 0.094 -1.662
H -6.763 2.268 -0.479
H -4.682 3.007 0.632
H -2.666 1.566 0.581
N -0.439 -1.338 3.734
C -1.086 -1.714 4.854
C -2.351 -1.180 4.770
C -2.359 -0.488 3.542
N -1.191 -0.586 2.928
H 0.523 -1.487 3.471
H -0.609 -2.324 5.602
H -3.153 -1.289 5.480
H -3.163 0.054 3.068

=====

2.
Formula: C52H44Br4ClNaO7P4
Source: the OMol25 dataset
Level of theory: ωB97M-V/def2-TZVPD

Summary:
E_HOMO: -1.04 eV
M: 1282.87 g mol⁻¹
energy above the lowest of the compared OMol25 structures with the same formula, charge and spin: 0.0 kJ/mol
LUMO: 0.127 Ha
gap between HOMO and LUMO: 4.5 eV
net charge: -2
electronic energy: -403232.5565 eV

Atoms and positions in Å:
Na 0.556 0.703 -0.394
Br -0.456 0.965 6.705
C -0.255 1.458 4.883
C 0.127 2.737 4.536
Br 0.545 4.015 5.878
C 0.287 3.056 3.174
Br 0.651 4.851 2.635
C 0.102 2.149 2.119
O 0.101 2.476 0.885
C -0.158 0.750 2.504
O -0.227 -0.156 1.602
C -0.409 0.501 3.863
Br -0.960 -1.281 4.275
O 0.457 -3.026 0.099
C -0.210 -3.800 -0.819
C 0.185 -5.107 -1.103
C -0.533 -5.867 -2.007
C -1.647 -5.329 -2.640
C -1.984 -4.008 -2.404
C -1.265 -3.207 -1.520
P -1.495 -1.369 -1.387
C -3.056 -1.265 -0.436
C -2.898 -1.592 0.915
C -3.965 -1.492 1.792
C -5.200 -1.045 1.340
C -5.351 -0.670 0.014
C -4.282 -0.768 -0.869
C -1.823 -1.022 -3.171
C -2.987 -1.246 -3.908
C -3.027 -1.007 -5.274
C -1.893 -0.557 -5.937
C -0.726 -0.333 -5.222
C -0.698 -0.549 -3.852
C 1.101 -3.645 1.153
C 0.535 -4.748 1.784
C 1.231 -5.400 2.787
C 2.489 -4.955 3.165
C 3.001 -3.805 2.586
C 2.312 -3.104 1.599
P 2.819 -1.403 1.041
C 2.950 -0.594 2.693
C 3.449 0.712 2.697
C 3.488 1.453 3.866
C 3.042 0.901 5.060
C 2.550 -0.393 5.066
C 2.492 -1.130 3.891
C 4.603 -1.694 0.668
C 4.945 -1.799 -0.678
C 6.260 -2.020 -1.061
C 7.254 -2.122 -0.099
C 6.931 -1.983 1.245
C 5.615 -1.763 1.624
H 1.048 -5.523 -0.604
H -0.220 -6.882 -2.218
H -2.227 -5.924 -3.335
H -2.820 -3.574 -2.935
H -1.912 -1.845 1.293
H -3.808 -1.719 2.839
H -6.031 -0.946 2.027
H -6.298 -0.273 -0.334
H -4.399 -0.406 -1.879
H -3.874 -1.626 -3.423
H -3.944 -1.181 -5.824
H -1.926 -0.374 -7.005
H 0.163 0.028 -5.724
H 0.215 -0.344 -3.302
H -0.442 -5.098 1.479
H 0.781 -6.258 3.272
H 3.046 -5.473 3.936
H 3.951 -3.414 2.927
H 3.769 1.158 1.765
H 3.830 2.481 3.836
H 3.026 1.494 5.966
H 2.144 -0.812 5.979
H 2.035 -2.109 3.920
H 4.172 -1.662 -1.427
H 6.512 -2.082 -2.113
H 8.284 -2.278 -0.397
H 7.711 -2.029 1.997
H 5.370 -1.613 2.670
C 0.203 3.458 -4.119
P -0.815 2.739 -2.763
C -2.396 2.570 -3.716
C -1.201 4.218 -1.740
C -0.559 5.439 -1.934
C -0.814 6.521 -1.104
C -1.723 6.398 -0.066
C -2.361 5.186 0.143
C -2.108 4.090 -0.672
P -2.875 2.446 -0.354
C -4.635 2.882 -0.793
C -3.103 2.448 1.473
H -0.257 4.322 -4.605
H 0.347 2.667 -4.859
H 1.183 3.710 -3.717
H -2.811 3.536 -4.013
H -3.124 2.029 -3.112
H -2.190 1.972 -4.606
H 0.177 5.547 -2.720
H -0.281 7.452 -1.256
H -1.907 7.232 0.602
H -3.039 5.087 0.983
H -4.963 3.794 -0.290
H -5.274 2.052 -0.483
H -4.743 3.019 -1.871
H -3.915 3.103 1.798
H -2.172 2.751 1.949
H -3.323 1.426 1.790
O 4.461 1.471 -2.381
Cl 3.198 1.751 -1.736
O 2.716 3.047 -2.151
O 2.227 0.731 -2.122
O 3.349 1.717 -0.305